(1)
{"formula": "C18H10I2N4O6PdS2Se", "method": "ωB97M-V/def2-TZVPD", "spin_multiplicity": 3, "s2": 2.006, "relative_energy_kj_mol": 35.12, "energy_ev": -143771.029, "homo_energy_ev": [-9.040, -9.172], "species": ["Pd", "Se", "N", "C", "C", "C", "C", "C", "N", "C", "C", "N", "C", "C", "C", "C", "C", "N", "H", "H", "H", "H", "H", "H", "O", "S", "O", "O", "C", "C", "C", "C", "C", "C", "S", "O", "O", "O", "H", "H", "H", "H", "I", "I"], "coordinates": [[-0.3017, -0.6825, -0.5400], [5.0722, 4.8375, -1.0640], [5.1538, 3.0468, -1.0513], [3.9276, 2.6110, -1.0989], [3.5794, 1.1931, -1.0924], [4.5445, 0.1893, -1.0596], [4.1363, -1.1247, -1.0651], [2.7754, -1.4045, -1.0503], [1.8459, -0.4556, -1.0513], [2.2325, 0.8324, -1.1102], [1.1759, 1.8521, -1.2308], [-0.0849, 1.4102, -1.3615], [-1.0649, 2.2956, -1.4773], [-0.8347, 3.6682, -1.4849], [0.4528, 4.1327, -1.3652], [1.4900, 3.2089, -1.2440], [2.8900, 3.6109, -1.1565], [3.2817, 4.8529, -1.1541], [5.5912, 0.4613, -1.0411], [4.8472, -1.9379, -1.0624], [2.4201, -2.4247, -1.0378], [-2.0601, 1.8853, -1.5605], [-1.6721, 4.3438, -1.5808], [0.6807, 5.1899, -1.3663], [-1.7796, -2.0970, -1.5364], [-2.9204, -1.4110, -0.8617], [-4.1802, -1.6730, -1.4783], [-2.5165, -0.0024, -0.7055], [-3.0458, -1.9855, 0.8476], [-3.9293, -3.0547, 0.9488], [-4.2711, -3.6215, 2.1655], [-3.7424, -3.0836, 3.3202], [-2.8585, -2.0187, 3.2362], [-2.4686, -1.4519, 2.0241], [-1.0882, -0.2724, 2.4014], [-0.8140, 0.6579, 1.2910], [-1.4787, 0.3704, 3.6190], [0.0522, -1.1979, 2.5578], [-4.3830, -3.4317, 0.0433], [-4.9595, -4.4549, 2.1976], [-4.0060, -3.4805, 4.2914], [-2.4456, -1.6135, 4.1483], [0.3382, -3.0390, 0.9475], [0.4186, -4.7311, -1.1515]], "forces_ev_per_a": [[-0.1, 1.0, -0.2], [-0.3, -0.3, 0.0], [0.1, 0.3, 0.0], [0.0, 0.0, 0.0], [0.0, 0.0, 0.0], [0.0, 0.0, 0.0], [0.0, 0.0, 0.0], [-0.1, 0.1, 0.0], [0.2, -0.1, 0.1], [-0.1, 0.0, 0.0], [0.1, -0.1, -0.1], [0.1, 0.2, 0.2], [0.0, -0.1, -0.1], [0.0, 0.0, 0.0], [0.0, 0.0, 0.0], [0.0, 0.0, 0.0], [0.0, 0.0, 0.0], [0.3, 0.1, 0.0], [0.0, 0.0, 0.0], [0.0, 0.0, 0.0], [0.0, 0.0, 0.0], [0.0, 0.0, 0.0], [0.0, 0.0, 0.0], [0.0, 0.0, 0.0], [-0.1, -0.2, 0.2], [0.3, -0.1, 0.1], [-0.1, 0.2, 0.0], [-0.1, 0.0, 0.0], [-0.1, 0.0, 0.0], [-0.1, -0.1, 0.1], [0.0, 0.1, -0.1], [0.1, 0.1, 0.0], [-0.1, -0.1, 0.1], [0.0, 0.0, 0.0], [-0.3, -0.1, -0.2], [0.1, -0.4, -0.2], [0.0, 0.2, -0.1], [0.2, -0.1, 0.3], [0.0, 0.0, 0.0], [0.0, 0.0, 0.0], [0.0, 0.0, 0.0], [0.0, 0.0, 0.0], [-0.2, -0.1, -0.1], [0.1, -0.1, 0.0]], "mulliken_spin": [1.427, 0.001, 0.000, 0.000, 0.004, -0.002, 0.003, -0.006, 0.079, -0.023, 0.025, 0.102, -0.004, 0.005, -0.003, 0.005, 0.000, 0.000, 0.000, -0.001, 0.005, 0.008, 0.001, 0.000, 0.062, -0.010, 0.016, 0.116, -0.002, -0.003, 0.000, 0.000, 0.000, 0.006, 0.004, 0.056, 0.005, 0.000, -0.001, 0.000, 0.000, 0.000, 0.115, 0.009]}

***

(2)
{"formula": "C6H13NO", "method": "ωB97M-V/def2-TZVPD", "spin_multiplicity": 1, "relative_energy_kj_mol": 409.40, "energy_ev": -9966.931, "homo_energy_ev": -8.231, "species": ["C", "C", "C", "C", "C", "C", "N", "O", "H", "H", "H", "H", "H", "H", "H", "H", "H", "H", "H", "H", "H"], "coordinates": [[-0.6226, 1.7784, -0.6350], [-0.7353, -0.7646, 1.7980], [-0.9419, -1.5815, -0.5765], [1.5218, -0.0615, -1.3708], [0.0266, -1.1714, 0.5303], [1.0887, -0.1379, 0.0595], [-0.2076, 2.5640, 0.2575], [1.5189, 0.5887, 0.9530], [-0.8261, 2.3291, -1.6281], [-0.2316, -0.0461, 2.3782], [-1.0224, -1.6992, 2.2765], [-1.7375, -0.3287, 1.6583], [-0.4240, -1.9247, -1.5309], [-1.5220, -2.3292, -0.3285], [-1.4930, -0.7132, -0.8990], [0.9418, 0.6507, -1.9815], [2.6220, 0.3526, -1.5512], [1.4648, -1.1651, -1.6774], [0.5858, -1.9627, 0.9144], [-0.1451, 3.5780, 0.2605], [0.1385, 2.0444, 1.0928]], "forces_ev_per_a": [[-1.0, -0.6, -3.2], [-1.8, -0.4, -1.1], [4.0, 2.8, -2.7], [2.6, -0.9, -1.0], [-0.9, 1.7, -1.2], [-1.2, 1.4, 2.1], [0.7, 0.4, 2.4], [0.7, -0.3, -0.8], [-0.1, -0.2, 1.3], [1.0, 0.3, 1.1], [0.5, 0.1, 0.7], [0.3, 0.2, -0.8], [-0.4, 0.3, 1.2], [-3.2, -3.7, 1.6], [-0.4, 0.3, 0.2], [-0.3, -0.9, 0.3], [-2.1, -1.1, 1.0], [0.2, 1.8, -0.5], [1.3, -1.8, 0.0], [0.2, 0.0, -0.1], [-0.1, 1.0, -0.3]], "lowdin_charge": [-0.062, -0.066, -0.069, -0.043, -0.337, -0.449, 0.011, -0.014, 0.049, 0.050, 0.080, 0.082, 0.093, 0.014, 0.060, 0.060, 0.125, 0.094, 0.115, 0.113, 0.093]}

***

(3)
{"formula": "C15H24Cl2NO2PPb", "method": "ωB97M-V/def2-TZVPD", "spin_multiplicity": 1, "relative_energy_kj_mol": 0.00, "energy_ev": -61109.080, "homo_energy_ev": -8.070, "species": ["C", "C", "C", "C", "C", "C", "C", "C", "N", "Pb", "C", "P", "H", "H", "H", "H", "H", "H", "H", "H", "C", "C", "H", "C", "C", "H", "H", "H", "H", "H", "H", "H", "H", "H", "H", "H", "H", "H", "H", "Cl", "C", "Cl", "C", "O", "O", "H"], "coordinates": [[0.5098, 3.2400, -3.7113], [-0.7594, 2.7557, -3.4163], [-0.9437, 1.7493, -2.4454], [0.1516, 1.2777, -1.7296], [1.4362, 1.7126, -2.0794], [1.6161, 2.7246, -3.0332], [-2.3617, 1.3129, -2.1682], [-2.6020, -0.1863, -1.8645], [-2.6732, -1.0466, -3.0075], [-0.2795, 0.1864, 0.3600], [2.6378, 1.0596, -1.4313], [2.1316, -0.6681, -0.9977], [-1.6452, 3.1447, -3.9267], [2.6251, 3.0722, -3.2451], [0.6385, 4.0140, -4.4694], [2.9503, 1.5829, -0.5104], [3.5149, 1.0168, -2.0975], [-2.7413, 1.8720, -1.2919], [-2.9970, 1.5962, -3.0255], [-1.8820, -0.6290, -1.1230], [3.5866, -1.3632, -0.1877], [2.2307, -1.3598, -2.6825], [-3.5962, -0.2516, -1.3781], [-1.5659, -1.1025, -3.9296], [-3.2611, -2.3361, -2.7230], [0.3295, -2.2788, 2.3952], [-1.8980, -1.7272, -4.7736], [-1.2990, -0.1016, -4.2899], [-0.6529, -1.5714, -3.5044], [-3.4711, -2.8415, -3.6727], [-2.6032, -2.9918, -2.1198], [-4.1904, -2.1798, -2.1610], [3.2798, -1.2975, -3.0071], [1.9121, -2.4113, -2.6488], [1.5907, -0.7991, -3.3785], [4.4673, -1.2122, -0.8229], [3.7248, -0.8876, 0.7938], [3.4006, -2.4393, -0.0508], [-0.1257, -2.6872, 1.9491], [-1.4071, -0.0079, 3.6592], [-0.8515, 1.6329, 3.2586], [0.8705, 1.6049, 2.5316], [-1.8397, 2.2291, 2.2101], [-2.5486, 3.1418, 2.6078], [-1.8305, 1.7003, 1.0165], [-0.8301, 2.2656, 4.1534]], "forces_ev_per_a": [[0.1, 0.1, 0.2], [-0.1, -0.5, 0.1], [0.0, 1.0, -0.5], [-0.2, -0.2, 0.7], [0.1, 0.6, -0.2], [-0.2, -0.5, 0.0], [-0.2, -0.3, 0.4], [-0.5, 0.2, 0.0], [-0.5, 0.2, -0.4], [-0.3, -0.9, -1.1], [0.2, -0.1, 0.5], [0.1, 0.5, -0.4], [0.4, -0.1, 0.0], [-0.2, 0.0, -0.1], [0.0, -0.2, 0.2], [-0.1, -0.1, -0.2], [-0.2, 0.2, 0.1], [0.2, -0.2, -0.3], [0.1, -0.2, 0.3], [-0.2, 0.3, -0.2], [0.4, -0.2, -0.1], [0.1, -0.4, -0.1], [0.5, 0.0, 0.0], [0.1, -0.2, 0.0], [0.1, 0.1, 0.0], [-0.3, -0.4, -0.3], [0.3, 0.3, 0.1], [-0.1, -0.3, 0.1], [-0.2, 0.1, 0.0], [-0.1, 0.0, 0.3], [0.0, 0.0, -0.1], [0.1, -0.2, -0.2], [-0.3, -0.1, -0.1], [0.1, 0.3, -0.2], [0.2, -0.2, 0.3], [0.1, -0.1, 0.3], [0.0, -0.2, -0.3], [0.2, 0.3, 0.1], [0.4, 0.2, 0.4], [0.3, 0.3, 0.2], [-0.1, 0.1, -0.5], [-0.5, 0.4, 1.0], [-0.5, 0.5, -1.2], [0.6, -0.8, -0.1], [-0.1, 1.0, 1.6], [0.2, -0.4, -0.3]], "lowdin_charge": [-0.079, -0.051, -0.284, -0.244, -0.350, -0.054, -0.140, -0.239, -0.289, 1.085, -0.323, 0.734, 0.111, 0.107, 0.103, 0.091, 0.092, 0.114, 0.123, 0.019, -0.296, -0.268, 0.131, -0.077, -0.101, 0.008, 0.088, 0.086, 0.077, 0.084, 0.087, 0.086, 0.048, 0.043, 0.040, 0.043, 0.043, 0.045, 0.023, 0.583, -0.889, 0.500, -0.761, 0.061, -0.285, 0.078]}

***

(4)
{"formula": "C17H56N14O11", "method": "ωB97M-V/def2-TZVPD", "spin_multiplicity": 1, "smiles": "NC(N)=O.NC(N)=O.NC(N)=O.NC(N)=O.NC(N)=O.NC(N)=O.NC(N)=O.CC(C)O.CC(C)O.CC(C)O.CO", "relative_energy_kj_mol": 184.86, "energy_ev": -61923.365, "homo_energy_ev": -9.379, "species": ["C", "O", "H", "H", "H", "H", "C", "O", "N", "N", "H", "H", "H", "H", "C", "O", "N", "N", "H", "H", "H", "H", "C", "O", "N", "N", "H", "H", "H", "H", "C", "O", "N", "N", "H", "H", "H", "H", "C", "O", "N", "N", "H", "H", "H", "H", "C", "O", "N", "N", "H", "H", "H", "H", "C", "O", "N", "N", "H", "H", "H", "H", "C", "C", "C", "O", "H", "H", "H", "H", "H", "H", "H", "H", "C", "C", "C", "O", "H", "H", "H", "H", "H", "H", "H", "H", "C", "C", "C", "O", "H", "H", "H", "H", "H", "H", "H", "H"], "coordinates": [[7.4797, -19.7222, 6.3098], [6.5165, -20.0860, 7.2826], [7.8078, -20.6421, 5.8259], [7.0931, -18.9939, 5.5969], [8.3123, -19.2441, 6.8260], [5.7248, -20.4796, 6.9088], [12.5253, -22.6301, 5.2683], [12.7832, -23.8106, 5.2781], [12.1757, -22.0432, 4.1701], [12.6016, -21.8112, 6.2683], [11.7992, -21.1081, 4.2324], [12.1103, -22.5992, 3.3295], [12.9230, -22.1213, 7.1742], [12.5034, -20.8376, 6.0181], [4.5110, -11.3043, 6.1646], [4.6242, -12.5209, 6.2190], [4.5491, -10.4936, 7.1820], [4.2765, -10.6537, 5.0646], [4.7832, -10.8851, 8.0831], [4.6144, -9.5028, 6.9971], [3.8074, -9.7639, 5.1553], [4.1504, -11.1771, 4.2101], [10.8390, -11.8027, -3.9396], [10.4228, -12.7091, -3.2417], [11.0639, -10.6286, -3.4749], [10.9617, -11.8873, -5.2525], [11.3636, -9.9273, -4.1370], [10.8413, -10.4004, -2.5165], [11.1895, -11.0617, -5.7878], [10.5534, -12.7122, -5.6682], [15.1264, -17.0125, -0.4620], [14.4961, -17.5151, 0.4162], [16.3729, -17.2845, -0.6930], [14.6779, -16.0212, -1.1760], [16.8712, -16.8450, -1.4537], [16.7626, -18.0090, -0.1071], [15.1752, -15.7646, -2.0168], [13.7572, -15.6471, -0.9960], [6.6169, -15.2385, 11.0856], [6.4094, -14.0105, 11.2012], [7.1134, -16.0020, 12.0155], [6.2357, -15.8858, 10.0003], [7.1402, -17.0081, 11.9311], [7.3953, -15.5534, 12.8753], [5.6433, -15.4575, 9.3033], [6.4387, -16.8736, 9.9452], [8.5074, -15.0488, 1.8812], [7.6191, -14.3621, 1.4579], [9.3238, -15.7229, 1.1183], [8.5602, -15.3283, 3.1347], [10.0566, -16.2347, 1.5886], [9.1752, -15.5984, 0.1271], [9.3149, -15.9164, 3.4582], [7.9305, -14.8071, 3.7280], [4.2887, -15.3534, -3.2515], [3.4038, -15.8708, -3.8756], [4.0873, -14.9848, -2.0144], [5.4451, -15.0700, -3.7517], [4.9093, -14.6939, -1.5047], [3.1296, -14.9321, -1.6981], [5.5750, -15.1480, -4.7502], [6.1437, -14.6029, -3.1915], [12.5264, -18.6581, -5.5428], [13.5424, -18.0316, -6.5619], [14.8304, -18.8928, -6.6951], [13.0210, -18.1982, -7.8725], [11.6133, -18.0943, -5.3518], [13.0209, -18.5187, -4.5814], [12.3287, -19.7063, -5.7669], [13.7565, -16.9879, -6.3319], [14.6037, -19.8865, -7.0815], [15.2955, -19.0509, -5.7221], [15.5265, -18.3728, -7.3534], [13.0379, -19.1371, -8.0719], [7.6492, -7.0425, -0.2484], [6.8865, -8.3456, -0.0463], [6.1019, -8.8350, -1.2588], [7.7612, -9.4098, 0.2838], [8.0720, -6.7063, 0.6983], [7.0288, -6.2465, -0.6604], [8.4742, -7.1204, -0.9565], [6.1936, -8.2869, 0.7931], [6.7459, -9.1121, -2.0934], [5.2770, -8.1717, -1.5191], [5.6519, -9.8020, -1.0343], [7.2484, -10.2078, 0.1364], [13.0457, -16.4112, 7.5247], [13.7314, -16.4221, 6.1951], [15.1995, -16.8988, 6.3544], [13.0960, -17.4355, 5.3962], [13.2429, -17.2607, 8.1786], [11.9593, -16.3224, 7.5284], [13.3573, -15.4762, 7.9902], [13.6964, -15.5022, 5.6114], [15.2060, -17.9462, 6.6561], [15.7728, -16.2489, 7.0154], [15.6826, -16.9667, 5.3797], [13.4892, -17.3740, 4.5226]], "forces_ev_per_a": [[-0.3, -0.4, 0.1], [-0.1, 0.4, 0.8], [0.4, 0.2, -0.4], [-0.1, -0.1, -0.2], [0.0, -0.2, 0.1], [0.2, 0.1, -0.4], [0.8, -3.1, -0.2], [0.4, -1.8, 0.7], [-1.4, 2.3, -3.9], [0.1, 2.5, 3.3], [0.0, -0.3, -0.7], [-0.1, 0.3, 0.3], [-0.1, 0.2, -0.3], [0.3, 0.0, 1.0], [0.0, -3.4, 0.2], [0.4, -0.3, 0.2], [0.3, 1.8, 3.5], [-0.9, 1.9, -4.2], [0.0, 0.3, -0.1], [0.2, -0.3, 0.6], [0.1, -0.2, -0.5], [-0.1, 0.1, 0.3], [-1.9, -2.7, 0.7], [-0.1, -1.2, 0.4], [1.3, 4.6, 1.5], [0.5, -0.8, -2.7], [-0.1, 0.3, 0.8], [0.2, -0.1, -0.3], [-0.2, -0.6, -0.2], [0.3, 0.4, -0.2], [-0.7, 0.4, 1.1], [-1.8, -1.6, 2.3], [3.9, -1.6, -0.6], [-1.7, 3.0, -2.7], [0.2, -0.4, 0.5], [0.3, 0.2, -0.5], [-0.5, 0.3, 0.2], [0.2, -0.2, -0.2], [-2.0, 4.3, -0.8], [0.7, -1.4, 0.3], [1.7, -1.6, 2.9], [-0.4, -1.8, -2.2], [0.1, 0.4, 0.2], [0.0, -0.3, -0.2], [0.3, 0.0, 0.3], [-0.3, 0.2, -0.4], [-2.0, 0.3, -1.4], [-1.8, 2.1, -1.6], [2.1, -1.2, -1.7], [0.9, -0.8, 4.5], [0.1, -0.1, -1.1], [0.7, -0.3, 0.2], [-0.5, 0.3, 0.7], [0.4, -0.3, 0.2], [-2.5, -0.6, -0.5], [-1.8, -1.1, -1.9], [0.3, 1.0, 3.2], [4.3, 0.9, -1.7], [-0.8, 0.2, 0.6], [0.6, -0.1, 0.3], [0.0, -0.1, 0.4], [0.0, 0.0, -0.5], [1.4, 1.3, 0.4], [-0.5, -3.0, -0.4], [0.1, 0.9, 1.6], [-1.0, 1.5, -0.8], [-0.2, 0.0, -0.9], [0.2, -0.7, 0.4], [0.0, 0.1, 0.1], [-0.1, 0.0, -0.3], [-0.1, 0.1, -0.1], [0.3, 0.0, 0.1], [0.0, -0.2, 0.0], [0.0, 0.0, 0.0], [0.1, -0.1, 0.1], [-0.4, -0.6, -0.7], [-0.3, -0.1, 0.0], [0.9, 0.1, 0.2], [0.0, 0.0, 0.0], [-0.3, -0.1, 0.2], [0.0, -0.5, 0.0], [-0.2, 0.6, 0.1], [0.2, 0.7, -0.2], [0.2, 0.1, -0.3], [-0.3, 0.0, 0.4], [0.2, -0.3, 0.2], [-0.6, 1.2, 0.7], [0.9, -2.1, -0.5], [-0.4, 0.3, -0.5], [-0.5, 0.0, -0.2], [0.5, 0.0, -0.2], [-0.1, 0.0, -0.7], [0.2, -0.1, 0.6], [-0.1, 0.4, 0.5], [-0.2, 0.2, 0.6], [0.1, -0.2, 0.0], [0.1, 0.5, -0.2], [0.0, -0.2, -0.2]], "lowdin_charge": [-0.165, -0.133, 0.075, 0.074, 0.075, 0.073, -0.824, 0.034, 0.157, 0.171, 0.106, 0.125, 0.125, 0.104, -0.795, 0.022, 0.160, 0.151, 0.125, 0.110, 0.107, 0.121, -0.802, 0.018, 0.168, 0.155, 0.110, 0.130, 0.104, 0.118, -0.835, 0.046, 0.164, 0.163, 0.111, 0.124, 0.106, 0.122, -0.750, -0.016, 0.158, 0.156, 0.110, 0.121, 0.121, 0.101, -0.836, 0.029, 0.170, 0.169, 0.108, 0.123, 0.109, 0.129, -0.827, 0.036, 0.161, 0.168, 0.106, 0.123, 0.123, 0.110, -0.052, -0.444, -0.069, -0.084, 0.071, 0.064, 0.079, 0.134, 0.077, 0.070, 0.079, 0.074, -0.050, -0.500, -0.065, -0.057, 0.076, 0.077, 0.077, 0.129, 0.084, 0.081, 0.072, 0.076, -0.069, -0.476, -0.059, -0.082, 0.085, 0.078, 0.083, 0.135, 0.079, 0.079, 0.071, 0.079]}

***

(5)
{"formula": "C4H2ClO2", "method": "ωB97M-V/def2-TZVPD", "spin_multiplicity": 1, "charge": -1, "relative_energy_kj_mol": 283.49, "energy_ev": -20795.636, "homo_energy_ev": -3.092, "species": ["C", "C", "C", "C", "O", "O", "Cl", "H", "H"], "coordinates": [[1.6805, -0.0682, -0.5922], [1.6310, -1.1965, -0.0694], [-2.1610, 0.2835, 0.1234], [-1.0706, 0.7117, 0.5996], [1.3678, -2.0808, 0.7067], [-2.9454, -0.1566, -0.5522], [2.5203, 0.8707, -1.7745], [-0.1431, 0.5098, 0.0253], [-0.8795, 1.1264, 1.5334]], "forces_ev_per_a": [[0.4, 1.6, -1.3], [-0.2, -0.3, 1.2], [2.6, 0.9, 0.8], [1.9, 0.8, 0.6], [0.1, -0.8, -0.2], [-4.5, -2.0, -2.5], [-0.1, -0.4, 0.2], [-0.1, -0.2, -0.3], [-0.1, 0.6, 1.4]], "lowdin_charge": [-0.679, -0.514, -0.356, -0.006, -0.066, 0.157, 0.408, 0.022, 0.034]}

***

(6)
{"formula": "C4H4NP", "method": "ωB97M-V/def2-TZVPD", "spin_multiplicity": 1, "smiles": "N#CC=C=CP", "relative_energy_kj_mol": 9.69, "energy_ev": -14988.467, "homo_energy_ev": -9.671, "species": ["C", "C", "C", "C", "N", "P", "H", "H", "H", "H"], "coordinates": [[-0.1999, -2.1806, -0.4814], [-0.3739, -0.8982, -0.5943], [-0.5224, -3.0288, 0.6205], [-0.5837, 0.3882, -0.5673], [-0.7556, -3.7943, 1.4426], [0.5692, 1.6713, 0.2708], [0.2678, -2.6606, -1.2173], [-1.5784, 0.6320, -1.1269], [1.6844, 0.8257, 0.4452], [-0.0585, 1.6475, 1.5164]], "forces_ev_per_a": [[-1.1, 1.0, 2.1], [-0.2, 1.3, 1.0], [-0.4, 0.3, 0.0], [-1.2, -0.1, -0.7], [0.0, -0.1, 0.2], [-0.8, -0.1, -1.8], [2.0, -1.9, -3.0], [1.9, 0.2, 1.2], [-0.3, -0.2, 0.4], [0.1, -0.4, 0.4]], "lowdin_charge": [-0.111, -0.135, -0.219, -0.378, 0.144, 0.775, 0.063, 0.107, -0.116, -0.130]}